{
  "formula": "C15H10F6N3NiO10S2",
  "method": "wB97M-V/def2-TZVPD",
  "fmax_ev_per_a": 2.6,
  "s_squared": 2.004,
  "relative_energy_kj_mol": 120.26,
  "spin_multiplicity": 3,
  "e_lumo_ev": [2.596, 2.583],
  "charge": -1,
  "e_homo_ev": [-5.41, -5.41],
  "symbols": ["Ni", "F", "C", "F", "F", "S", "O", "O", "N", "S", "O", "O", "C", "F", "F", "F", "C", "N", "C", "C", "C", "O", "N", "C", "O", "H", "H", "H", "H", "H", "O", "C", "O", "C", "C", "C", "C", "O", "C", "O", "C", "C", "H", "H", "H", "H", "H"],
  "positions_angstrom": [[-0.184, 0.119, -0.145], [-1.954, 0.322, -2.943], [-1.965, -0.907, -3.445], [-3.229, -1.339, -3.454], [-1.528, -0.862, -4.707], [-0.924, -2.112, -2.453], [-1.116, -1.708, -1.076], [-1.436, -3.374, -2.867], [0.558, -1.869, -2.947], [1.284, -0.741, -2.112], [1.669, -1.102, -0.769], [0.666, 0.554, -2.269], [2.888, -0.660, -3.037], [3.485, -1.852, -2.996], [3.674, 0.240, -2.465], [2.685, -0.317, -4.307], [-1.650, 5.176, -2.242], [-1.876, 3.966, -1.474], [-3.123, 3.477, -1.271], [-3.341, 2.317, -0.623], [-2.182, 1.571, -0.210], [-2.224, 0.426, 0.302], [-0.945, 2.084, -0.409], [-0.719, 3.277, -1.009], [0.366, 3.801, -1.184], [-2.599, 5.686, -2.398], [-1.202, 4.937, -3.208], [-0.962, 5.827, -1.707], [-3.937, 4.074, -1.664], [-4.327, 1.911, -0.465], [0.865, 0.650, 3.811], [1.017, 0.801, 2.603], [0.375, 0.095, 1.734], [1.990, 1.901, 2.175], [2.400, 2.798, 3.152], [3.279, 3.846, 2.876], [3.732, 3.949, 1.586], [4.598, 4.873, 1.043], [4.624, 4.592, -0.352], [3.990, 3.348, -0.568], [3.353, 3.043, 0.611], [2.489, 2.015, 0.873], [2.000, 2.662, 4.148], [3.586, 4.549, 3.639], [5.660, 4.543, -0.695], [4.089, 5.382, -0.895], [2.217, 1.328, 0.100]]
}

***

{
  "formula": "C32H55BCl22F9",
  "method": "wB97M-V/def2-TZVPD",
  "fmax_ev_per_a": 1.7,
  "spin_multiplicity": 1,
  "e_lumo_ev": 1.475,
  "charge": -1,
  "e_homo_ev": -5.27,
  "symbols": ["C", "C", "C", "C", "C", "B", "C", "C", "F", "F", "C", "F", "F", "C", "F", "F", "C", "F", "F", "F", "H", "H", "H", "H", "H", "H", "H", "H", "H", "H", "H", "Cl", "C", "C", "Cl", "H", "H", "H", "H", "Cl", "C", "C", "Cl", "H", "H", "H", "H", "Cl", "C", "C", "Cl", "H", "H", "H", "H", "Cl", "C", "C", "Cl", "H", "H", "H", "H", "Cl", "C", "C", "Cl", "H", "H", "H", "H", "Cl", "C", "C", "Cl", "H", "H", "H", "H", "Cl", "C", "C", "Cl", "H", "H", "H", "H", "Cl", "C", "C", "Cl", "H", "H", "H", "H", "Cl", "C", "C", "Cl", "H", "H", "H", "H", "Cl", "C", "C", "Cl", "H", "H", "H", "H", "Cl", "C", "C", "Cl", "H", "H", "H", "H"],
  "positions_angstrom": [[5.080, 3.698, -3.242], [4.589, 2.615, -3.449], [3.965, 1.298, -3.590], [2.709, 1.177, -2.701], [1.368, 1.497, -3.439], [0.994, 3.112, -3.177], [0.832, 3.906, -4.608], [-0.242, 3.302, -2.112], [-0.112, 4.531, -1.461], [-0.176, 2.366, -1.094], [-1.698, 3.343, -2.599], [-1.891, 4.387, -3.429], [-2.546, 3.576, -1.536], [-2.291, 2.094, -3.298], [-3.535, 2.456, -3.716], [-1.618, 1.766, -4.409], [-2.484, 0.784, -2.444], [-2.440, 0.979, -1.136], [-3.696, 0.268, -2.718], [-1.601, -0.144, -2.774], [5.244, 4.744, -3.133], [3.788, 1.058, -4.634], [4.706, 0.576, -3.220], [2.778, 1.799, -1.811], [2.670, 0.142, -2.337], [1.473, 1.274, -4.504], [0.627, 0.839, -2.988], [1.972, 3.589, -2.632], [1.829, 4.029, -5.046], [0.221, 3.399, -5.363], [0.468, 4.928, -4.449], [1.477, -1.704, -3.222], [1.257, -2.399, -4.843], [2.555, -2.504, -5.596], [3.196, -0.889, -6.001], [0.540, -1.774, -5.372], [0.825, -3.392, -4.715], [2.399, -3.039, -6.532], [3.310, -3.031, -5.019], [-2.655, -2.092, 3.286], [-2.049, -0.809, 2.180], [-1.228, -1.360, 1.047], [0.324, -2.043, 1.612], [-1.480, -0.110, 2.782], [-2.922, -0.293, 1.781], [-0.989, -0.558, 0.352], [-1.765, -2.138, 0.513], [4.921, 2.548, -6.484], [4.688, 1.946, -8.140], [5.994, 1.746, -8.864], [6.819, 3.289, -9.224], [4.044, 2.646, -8.666], [4.170, 0.989, -8.063], [5.814, 1.257, -9.820], [6.677, 1.133, -8.281], [-6.178, -6.003, 0.028], [-5.824, -4.704, 1.203], [-5.091, -3.552, 0.574], [-3.428, -3.965, 0.092], [-5.260, -5.142, 2.023], [-6.781, -4.354, 1.586], [-5.014, -2.735, 1.292], [-5.610, -3.191, -0.307], [-0.374, 0.350, 4.888], [-0.773, -0.666, 6.298], [-0.601, 0.068, 7.600], [1.113, 0.424, 7.965], [-0.150, -1.555, 6.250], [-1.813, -0.969, 6.187], [-0.978, -0.546, 8.415], [-1.141, 1.012, 7.596], [-3.811, -2.049, 6.997], [-4.322, -3.117, 8.332], [-4.162, -2.465, 9.679], [-2.450, -2.249, 10.116], [-3.746, -4.036, 8.265], [-5.372, -3.351, 8.161], [-4.605, -3.094, 10.450], [-4.643, -1.490, 9.712], [9.654, 1.791, -6.312], [10.164, 2.246, -4.662], [9.157, 1.835, -3.618], [7.628, 2.752, -3.720], [10.325, 3.321, -4.651], [11.116, 1.749, -4.481], [9.574, 2.017, -2.628], [8.913, 0.778, -3.703], [2.388, -5.760, -3.707], [2.737, -5.238, -2.033], [1.633, -5.612, -1.078], [0.152, -4.679, -1.377], [2.900, -4.163, -2.047], [3.661, -5.732, -1.737], [1.946, -5.390, -0.059], [1.388, -6.669, -1.143], [0.059, 2.201, 1.960], [0.359, 3.564, 3.061], [1.079, 4.690, 2.363], [2.754, 4.256, 1.944], [0.926, 3.195, 3.913], [-0.612, 3.909, 3.414], [1.129, 5.554, 3.025], [0.569, 4.978, 1.446], [-7.358, -0.851, -0.545], [-7.534, -0.897, -2.321], [-8.141, -2.193, -2.794], [-7.041, -3.575, -2.564], [-6.553, -0.731, -2.759], [-8.183, -0.067, -2.595], [-8.351, -2.128, -3.861], [-9.068, -2.411, -2.271], [-3.946, -1.319, 13.394], [-2.616, -0.130, 13.416], [-3.045, 1.206, 12.867], [-3.363, 1.134, 11.118], [-1.786, -0.545, 12.849], [-2.309, -0.018, 14.454], [-2.252, 1.938, 13.016], [-3.945, 1.565, 13.361]]
}

***

{
  "formula": "C4H7NO2",
  "method": "wB97M-V/def2-TZVPD",
  "fmax_ev_per_a": 0.6,
  "relative_energy_kj_mol": 214.88,
  "spin_multiplicity": 1,
  "e_lumo_ev": 0.745,
  "e_homo_ev": -10.19,
  "symbols": ["O", "C", "C", "C", "O", "C", "N", "H", "H", "H", "H", "H", "H", "H"],
  "positions_angstrom": [[-2.264, 1.152, -0.157], [-1.312, 0.728, -0.776], [-0.146, 0.079, -0.103], [1.244, 0.301, -0.688], [2.241, -0.245, 0.132], [-0.546, -1.161, 0.622], [-0.196, 0.050, 1.348], [-1.295, 0.756, -1.883], [1.382, 1.387, -0.822], [1.344, -0.166, -1.673], [2.015, 0.022, 1.038], [0.147, -1.993, 0.709], [-1.601, -1.428, 0.564], [-1.035, 0.543, 1.653]]
}

***

{
  "formula": "C11H26N4O6PdS",
  "method": "wB97M-V/def2-TZVPD",
  "fmax_ev_per_a": 6.1,
  "s_squared": 2.130,
  "spin_multiplicity": 3,
  "e_lumo_ev": [-0.580, -1.530],
  "e_homo_ev": [-6.46, -7.18],
  "symbols": ["O", "H", "Pd", "N", "N", "N", "N", "O", "O", "O", "O", "C", "C", "C", "C", "C", "H", "H", "H", "C", "H", "H", "H", "C", "C", "H", "H", "H", "H", "H", "H", "H", "H", "C", "H", "H", "H", "O", "H", "H", "C", "S", "C", "H", "H", "H", "H", "H", "H"],
  "positions_angstrom": [[-1.423, -1.738, -5.177], [-1.761, -0.808, -5.173], [-0.082, 0.137, -0.319], [0.057, 1.825, 0.946], [1.647, 1.212, -0.968], [-1.149, -0.830, 1.080], [-0.161, -1.726, -1.053], [-0.685, 2.076, 1.952], [-1.647, -0.321, 2.206], [0.491, -2.007, -2.089], [2.500, 0.595, -1.646], [1.816, 2.490, -0.451], [0.903, 2.830, 0.562], [-1.361, -2.152, 0.902], [-0.847, -2.671, -0.298], [0.860, 4.111, 1.305], [1.138, 3.939, 2.354], [-0.155, 4.529, 1.289], [1.552, 4.844, 0.865], [3.000, 3.270, -0.868], [3.499, 2.770, -1.711], [3.712, 3.353, -0.036], [2.710, 4.281, -1.170], [-2.040, -3.007, 1.915], [-0.932, -4.122, -0.680], [-2.532, -2.384, 2.677], [-1.325, -3.704, 2.403], [-2.790, -3.639, 1.403], [-0.439, -4.281, -1.646], [-1.981, -4.446, -0.767], [-0.457, -4.790, 0.061], [-1.383, 0.672, 2.182], [-1.951, -1.812, -4.360], [-1.225, 1.269, -1.187], [-0.812, 1.351, -2.184], [-2.152, 0.659, -1.325], [-1.247, 2.172, -0.587], [-3.880, 3.142, -1.599], [-4.755, 2.750, -1.706], [-3.891, 3.601, -0.757], [2.652, -1.727, 0.289], [2.069, -0.335, 1.261], [1.579, -1.248, 2.731], [1.858, -2.188, -0.293], [3.081, -2.440, 0.985], [3.390, -1.316, -0.396], [0.494, -1.368, 2.806], [2.107, -2.204, 2.726], [1.947, -0.613, 3.543]]
}

***

{
  "formula": "C7H20AsOZr",
  "method": "wB97M-V/def2-TZVPD",
  "fmax_ev_per_a": 5.3,
  "spin_multiplicity": 1,
  "e_lumo_ev": -14.308,
  "charge": 3,
  "e_homo_ev": -17.47,
  "symbols": ["C", "O", "C", "C", "C", "C", "C", "C", "As", "H", "H", "H", "H", "H", "H", "H", "H", "H", "H", "H", "H", "H", "H", "H", "H", "H", "H", "H", "H", "Zr"],
  "positions_angstrom": [[-0.514, -2.757, -1.399], [0.100, -1.606, -0.912], [1.339, -2.007, -0.253], [1.831, -0.988, 0.836], [1.786, 0.542, 0.398], [1.082, 1.399, 1.521], [0.060, 2.490, 1.045], [-1.434, 2.069, 1.031], [-2.114, 1.431, -0.823], [0.357, -3.440, -1.765], [-1.119, -3.253, -0.592], [-1.212, -2.495, -2.220], [1.121, -2.986, 0.250], [2.094, -2.168, -1.052], [2.880, -1.244, 1.091], [1.232, -1.195, 1.743], [1.341, 0.646, -0.609], [2.847, 0.846, 0.299], [1.886, 1.952, 2.050], [0.582, 0.770, 2.286], [0.097, 3.309, 1.812], [0.371, 2.978, 0.097], [-2.026, 2.991, 1.235], [-1.715, 1.332, 1.806], [-2.108, 2.899, -1.401], [-0.631, 1.307, -1.285], [-2.123, -0.043, -0.228], [-3.611, 1.666, -0.418], [-2.595, 0.821, -2.169], [0.194, -5.266, -2.371]]
}

***

{
  "formula": "C34H37FN8O4SSr",
  "method": "wB97M-V/def2-TZVPD",
  "fmax_ev_per_a": 0.7,
  "relative_energy_kj_mol": 49.97,
  "spin_multiplicity": 1,
  "e_lumo_ev": -1.859,
  "e_homo_ev": -5.25,
  "symbols": ["Sr", "C", "C", "C", "C", "C", "H", "H", "H", "H", "H", "C", "C", "N", "C", "C", "C", "O", "O", "C", "O", "C", "C", "C", "F", "C", "C", "C", "N", "C", "C", "N", "C", "C", "H", "H", "H", "H", "H", "H", "H", "H", "H", "H", "H", "H", "H", "H", "H", "H", "H", "H", "O", "C", "C", "C", "C", "C", "C", "C", "N", "C", "C", "N", "H", "H", "H", "H", "H", "H", "H", "C", "C", "C", "N", "N", "C", "N", "S", "H", "H", "H", "H", "H", "H", "H"],
  "positions_angstrom": [[1.393, 2.720, 0.746], [3.485, 2.325, 2.928], [2.712, 3.313, 3.580], [2.840, 4.519, 2.863], [3.677, 4.272, 1.753], [4.077, 2.916, 1.791], [3.598, 1.294, 3.241], [2.128, 3.173, 4.480], [2.360, 5.456, 3.110], [3.952, 4.990, 0.990], [4.677, 2.411, 1.045], [1.003, -3.550, -4.479], [2.345, -3.217, -3.841], [2.214, -2.371, -2.658], [2.317, -1.017, -2.808], [2.170, -0.085, -1.838], [2.322, 1.376, -2.320], [2.246, 1.528, -3.544], [2.522, 2.249, -1.438], [1.855, -0.525, -0.498], [1.676, 0.165, 0.499], [1.688, -2.000, -0.359], [1.344, -2.497, 0.889], [1.157, -3.834, 1.063], [0.785, -4.295, 2.292], [1.311, -4.749, 0.020], [1.670, -4.258, -1.220], [1.856, -2.885, -1.429], [1.072, -6.146, 0.160], [1.510, -6.881, 1.326], [0.413, -7.119, 2.361], [-0.812, -7.673, 1.675], [-1.265, -6.796, 0.536], [-0.115, -6.691, -0.456], [1.146, -4.174, -5.362], [0.497, -2.632, -4.780], [0.353, -4.081, -3.780], [2.965, -2.670, -4.549], [2.895, -4.120, -3.577], [2.525, -0.654, -3.808], [1.211, -1.794, 1.705], [1.811, -4.972, -2.021], [2.327, -6.356, 1.814], [1.896, -7.858, 1.003], [0.110, -6.193, 2.839], [0.726, -7.842, 3.113], [-1.562, -7.786, 2.353], [-0.600, -8.602, 1.308], [-1.509, -5.821, 0.956], [-2.154, -7.246, 0.097], [-0.427, -6.059, -1.284], [0.097, -7.691, -0.860], [-0.348, 3.626, 2.256], [-1.305, 4.479, 2.336], [-1.918, 4.710, 3.603], [-3.002, 5.537, 3.774], [-3.551, 6.208, 2.673], [-2.961, 6.028, 1.440], [-1.848, 5.202, 1.231], [-1.277, 5.108, -0.123], [-0.311, 4.326, -0.577], [-0.139, 4.616, -1.916], [-1.002, 5.595, -2.287], [-1.722, 5.891, -1.148], [-1.472, 4.195, 4.448], [-3.428, 5.676, 4.761], [-4.409, 6.858, 2.781], [-3.408, 6.553, 0.602], [0.602, 4.100, -2.507], [-1.170, 6.095, -3.224], [-2.405, 6.620, -1.073], [-3.630, 2.898, -3.008], [-3.402, 1.454, -2.543], [-2.815, 1.401, -1.173], [-1.571, 1.205, -0.915], [-1.254, 1.287, 0.417], [-2.286, 1.538, 1.169], [-2.238, 1.643, 2.527], [-3.754, 1.723, 0.261], [-4.032, 2.912, -4.023], [-2.690, 3.451, -2.995], [-4.335, 3.410, -2.351], [-2.699, 0.952, -3.209], [-4.344, 0.902, -2.565], [-1.353, 2.082, 2.804], [-3.013, 2.152, 2.924]]
}